Record 1
This record from the Open Molecules 2025 dataset describes a cluster of 2 separate species, C5H11NOS in total at a distorted geometry. The level of theory is the ωB97M-V functional and the def2-TZVPD basis.

Last columns: bonded neighbours and bond lengths (Å).
Element x y z (Å)
1 S 1.313 -0.351 -0.864  O2 1.473, C4 1.894, C6 1.784
2 O 2.546 0.427 -0.654  S1 1.473
3 N -1.958 -0.744 -1.566  C5 1.347, H10 1.003, H18 1.004
4 C 1.468 -1.856 0.275  S1 1.894, H14 1.068, H15 1.082, H19 1.014
5 C -1.875 -0.135 -0.368  N3 1.347, H9 1.112, H17 1.088
6 C 0.093 0.490 0.130  S1 1.784, C7 1.547, C8 1.488
7 C 0.359 1.228 1.463  C6 1.547, C8 1.486, H11 1.052, H16 1.120
8 C 0.210 1.972 0.186  C6 1.488, C7 1.486, H12 1.068, H13 1.111
9 H -2.031 -0.866 0.456  C5 1.112
10 H -1.715 -0.301 -2.432  N3 1.003
11 H 1.281 1.035 1.932  C7 1.052
12 H -0.734 2.448 0.036  C8 1.068
13 H 1.081 2.615 -0.066  C8 1.111
14 H 0.868 -2.640 -0.131  C4 1.068
15 H 2.515 -2.111 0.374  C4 1.082
16 H -0.566 1.184 2.094  C7 1.120
17 H -2.379 0.829 -0.365  C5 1.088
18 H -1.589 -1.672 -1.673  N3 1.004
19 H 1.115 -1.552 1.176  C4 1.014

**HOMO energy**: -8.2 eV
**Relative energy (zero: lowest compared OMol25 entry of this formula, charge and spin)**: 115.68 kcal/mol
**Calculated total energy**: -19732.0792 eV
**Strongest force on any atom**: 0.078 hartree/bohr
**Frontier orbital gap**: 8.853 eV

***

Record 2
This record from the Open Molecules 2025 dataset describes a cluster of 2 separate species, C5H11NP in total at a distorted geometry. The level of theory is the ωB97M-V functional and the def2-TZVPD basis.

Last columns: bonded neighbours and bond lengths (Å).
Element x y z (Å)
1 P 0.282 -0.002 0.004  C3 1.769, C4 1.805, C5 1.814, C6 1.805
2 N -3.960 0.043 -0.130  C7 1.129
3 C -0.969 -0.005 1.255  P1 1.769, H14 1.081, H15 1.080
4 C 0.028 -1.334 -1.187  P1 1.805, H10 1.091, H12 1.090, H18 1.090
5 C 1.838 -0.276 0.894  P1 1.814, H11 1.091, H16 1.088, H17 1.090
6 C 0.358 1.603 -0.818  P1 1.805, H8 1.091, H9 1.092, H13 1.090
7 C -2.936 0.021 0.344  N2 1.129
8 H 1.181 1.605 -1.535  C6 1.091
9 H 0.530 2.388 -0.080  C6 1.092
10 H 0.833 -1.318 -1.923  C4 1.091
11 H 2.017 0.562 1.570  C5 1.091
12 H -0.928 -1.209 -1.694  C4 1.090
13 H -0.578 1.801 -1.341  C6 1.090
14 H -1.076 0.895 1.843  C3 1.081
15 H -1.104 -0.932 1.793  C3 1.080
16 H 2.670 -0.353 0.196  C5 1.088
17 H 1.772 -1.193 1.478  C5 1.090
18 H 0.040 -2.294 -0.670  C4 1.090

**Total charge**: +1
**HOMO energy**: -15.8 eV
**Relative energy (zero: lowest compared OMol25 entry of this formula, charge and spin)**: 29.32 kcal/mol
**Calculated total energy**: -16133.0765 eV
**Strongest force on any atom**: 0.145 hartree/bohr
**Frontier orbital gap**: 10.417 eV

***

Record 3
This record from the Open Molecules 2025 dataset describes an isolated molecule of C5H11NS at a distorted geometry. The level of theory is the ωB97M-V functional and the def2-TZVPD basis.

Last columns: bonded neighbours and bond lengths (Å).
Element x y z (Å)
1 S 0.081 0.183 0.630  N2 1.703, C6 1.858
2 N -1.290 -0.679 0.104  S1 1.703, C3 1.276
3 C -1.867 -1.447 0.944  N2 1.276, C5 1.549, H15 1.091
4 C 1.598 2.008 -0.649  C6 1.514, H10 1.096, H11 1.097, H16 1.103
5 C -1.506 -1.609 2.442  C3 1.549, H8 1.129, H9 1.085, H17 1.103
6 C 0.507 1.010 -0.977  S1 1.858, C4 1.514, C7 1.508, H13 1.092
7 C 0.907 -0.042 -1.981  C6 1.508, H12 1.104, H14 1.105, H18 1.091
8 H -0.469 -2.028 2.594  C5 1.129
9 H -2.167 -2.296 2.960  C5 1.085
10 H 1.303 2.755 0.096  C4 1.096
11 H 2.447 1.470 -0.210  C4 1.097
12 H 0.164 -0.839 -2.160  C7 1.104
13 H -0.351 1.632 -1.240  C6 1.092
14 H 1.844 -0.452 -1.562  C7 1.105
15 H -2.688 -1.994 0.479  C3 1.091
16 H 1.963 2.609 -1.499  C4 1.103
17 H -1.664 -0.658 2.976  C5 1.103
18 H 1.189 0.379 -2.947  C7 1.091

**HOMO energy**: -8.4 eV
**Relative energy (zero: lowest compared OMol25 entry of this formula, charge and spin)**: 10.96 kcal/mol
**Calculated total energy**: -17687.9879 eV
**Strongest force on any atom**: 0.024 hartree/bohr
**Frontier orbital gap**: 9.465 eV